Below is 2 unconnected molecules or ions with the total composition C10H19IN4O2 in a non-equilibrium geometry, with properties calculated with the ωB97M-V functional and the def2-TZVPD basis.

Energy relative to the best compared isomer or geometry (same formula, charge and spin) (kcal per mole): 5.7
LUMO level (eV): -1.99
Strongest force on any atom (eV/Å): 1.008
Kohn-Sham gap (eV): 2.54
Highest occupied orbital energy (eV): -4.5

Structure (XYZ):
```
36
C10H19IN4O2, DFT the ωB97M-V functional and the def2-TZVPD basis
C -0.4203 2.0432 1.4947
C 0.0522 1.4103 0.5917
C 0.6293 0.5064 -0.4249
C 1.8859 -0.1906 0.1901
I 3.6945 0.4499 -0.8534
N 1.9018 -1.6913 0.1948
C 0.7078 -2.2274 -0.2469
N 0.0690 -3.1368 0.4129
O 0.5931 -3.6605 1.5641
N 0.1257 -1.7575 -1.4415
C -0.4507 -0.4172 -1.0607
C -1.7032 -0.6526 -0.1878
C -2.8967 0.1881 -0.6669
C -4.1768 -0.2928 0.0249
N -3.9998 -0.3878 1.4804
H -0.7419 2.4989 2.4013
H 0.9931 1.1664 -1.2161
H 2.0117 0.1447 1.2137
H 2.6158 -2.0175 -0.4578
H -0.8119 -3.5028 0.0676
H 0.0983 -3.2455 2.2882
H 0.9409 -1.5329 -2.0174
H -0.7899 0.0465 -1.9849
H -1.5197 -0.5316 0.8775
H -2.0125 -1.6931 -0.3355
H -3.0284 -0.0571 -1.7238
H -2.7277 1.2559 -0.5283
H -4.3579 -1.3109 -0.3396
H -5.0470 0.2974 -0.2785
H -3.6182 0.4848 1.8315
H -4.9082 -0.4909 1.9156
C 5.3963 3.6955 -0.5716
O 5.6340 4.8358 -1.1823
H 4.7977 2.9348 -1.1658
H 6.2905 3.0937 -0.2395
H 4.7734 3.7444 0.3741
```

Results of the natural (NBO) charge analysis, in e, for atoms 1 through 5: -0.197, -0.025, -0.399, -0.186, 0.143